A molecular structure, C20H28F15Ni2O13. Source: the Open Molecules 2025 dataset; level of theory: wB97M-V/def2-TZVPD.

Frontier orbital gap (spin up / spin down) ... 7.08 / 2.76 eV
Spin multiplicity ... 6
Energy relative to the best compared isomer or geometry (same formula, charge and spin) ... 77.17 kcal per mole
Charge ... +2

XYZ file:
```
78
Properties=species:S:1:pos:R:3:lowdin_charge:R:1
Ni -0.379 2.420 -2.878 1.00
Ni 2.235 2.894 -2.545 0.86
O 0.584 3.967 -1.929 -0.34
H 0.531 4.862 -1.542 0.02
O 1.266 2.805 -4.257 -0.36
H 1.438 2.835 -5.218 0.04
O 1.134 1.326 -1.856 -0.37
H 0.794 0.552 -1.366 -0.02
C -1.077 -0.990 0.488 -0.05
C -2.598 -1.015 0.458 -0.22
O -3.040 -0.941 1.802 0.00
C -4.057 -1.767 2.161 -0.29
O -4.760 -2.439 1.385 0.15
C -4.184 -1.786 3.717 -0.49
F -3.959 -3.040 4.119 0.17
F -3.273 -0.943 4.318 0.13
F -5.435 -1.522 4.142 0.17
H -0.663 -0.114 0.987 0.05
H -0.574 -1.115 -0.471 0.04
H -0.842 -1.809 1.168 0.10
H -2.827 -1.921 -0.103 0.11
H -3.081 -0.258 -0.161 0.12
C 1.822 -2.455 -0.611 -0.01
C 2.465 -2.753 0.804 -0.14
O 2.984 -4.089 0.863 0.12
C 3.787 -4.531 1.889 -0.11
O 3.951 -3.871 2.952 0.46
C 4.339 -5.910 1.745 -0.54
F 5.551 -5.870 2.198 0.26
F 3.582 -6.785 2.488 0.21
F 4.425 -6.354 0.489 0.24
H 2.437 -2.731 -1.468 0.10
H 1.564 -1.398 -0.675 0.05
H 0.970 -3.131 -0.687 0.08
H 1.831 -2.572 1.672 0.13
H 3.365 -2.154 0.937 0.13
C -0.381 -1.619 -3.637 -0.03
C -1.878 -1.639 -3.264 -0.22
O -2.467 -2.862 -3.489 0.02
C -2.219 -3.949 -2.697 -0.26
O -1.765 -3.862 -1.528 0.10
C -2.393 -5.301 -3.388 -0.56
F -1.327 -6.098 -3.083 0.16
F -3.493 -5.892 -2.964 0.21
F -2.468 -5.028 -4.669 0.20
H -0.081 -0.572 -3.671 0.04
H -0.087 -1.869 -4.657 0.09
H 0.377 -2.091 -3.011 0.06
H -2.519 -0.992 -3.862 0.14
H -2.022 -1.272 -2.248 0.09
C 1.832 1.029 2.379 -0.03
C 2.401 1.659 1.130 -0.24
O 3.047 2.837 1.475 0.10
C 3.225 3.675 0.465 -0.24
O 3.184 3.368 -0.746 0.05
C 3.771 5.078 0.950 -0.54
F 4.982 4.896 1.397 0.23
F 3.892 5.868 -0.120 0.17
F 2.957 5.706 1.822 0.19
H 2.353 1.099 3.334 0.10
H 1.468 0.003 2.321 0.06
H 0.924 1.610 2.543 0.08
H 1.632 1.780 0.366 0.09
H 3.083 0.964 0.640 0.13
C -2.329 2.291 1.972 -0.05
C -1.967 2.586 0.574 -0.23
O -2.296 3.978 0.427 0.03
C -1.370 4.891 0.753 -0.36
O -0.344 4.631 1.370 0.14
C -1.789 6.331 0.406 -0.50
F -0.902 6.637 -0.580 0.13
F -3.042 6.462 -0.173 0.14
F -1.554 7.231 1.312 0.23
H -1.784 2.993 2.603 0.09
H -1.962 1.310 2.275 0.07
H -3.399 2.390 2.153 0.11
H -2.620 2.052 -0.116 0.11
H -0.978 2.298 0.220 0.10
```



A molecular structure, C20H28GeN2OSSeSr. Source: the Open Molecules 2025 dataset; level of theory: wB97M-V/def2-TZVPD.

Frontier orbital gap (spin up / spin down) ... 1.64 / 1.68 eV
Charge ... -2

XYZ file:
```
55
Properties=species:S:1:pos:R:3:nbo_charge:R:1
Sr 7.698 10.156 16.468 1.74
C 7.121 9.781 21.209 -0.46
C 7.591 10.133 19.923 0.06
N 7.449 9.351 18.850 -0.76
C 6.933 8.039 19.015 0.03
C 6.604 7.574 20.322 -0.08
C 6.743 8.464 21.454 -0.29
C 6.093 6.227 20.475 -0.20
C 5.778 5.476 19.368 -0.21
C 6.075 5.959 18.052 -0.10
C 5.734 5.241 16.900 -0.27
C 6.210 5.709 15.674 -0.46
C 6.737 6.981 15.577 0.06
N 6.929 7.757 16.618 -0.77
C 6.677 7.245 17.869 0.12
H 7.232 10.475 22.031 0.18
H 8.029 11.106 19.666 0.19
H 6.370 8.171 22.431 0.17
H 5.904 5.818 21.476 0.18
H 5.281 4.464 19.413 0.18
H 5.183 4.320 16.878 0.17
H 6.228 5.030 14.863 0.17
H 6.925 7.447 14.651 0.18
C 5.001 7.287 10.254 -1.11
Ge 6.085 8.729 9.496 1.60
C 5.058 10.405 9.301 -1.10
C 6.721 7.849 7.799 -1.10
C 7.689 8.947 10.556 -1.11
Se 6.924 9.862 12.042 0.63
C 7.483 11.717 11.702 -0.82
H 3.990 7.280 9.811 0.22
H 4.933 7.339 11.363 0.25
H 5.450 6.286 10.058 0.22
H 5.600 11.314 9.602 0.24
H 4.274 10.262 10.084 0.24
H 4.589 10.495 8.314 0.21
H 5.945 7.983 7.023 0.21
H 7.017 6.786 8.021 0.23
H 7.621 8.459 7.581 0.21
H 8.474 9.584 10.102 0.24
H 8.175 7.984 10.865 0.26
H 6.818 12.302 11.083 0.18
H 8.518 11.754 11.269 0.22
H 7.481 12.182 12.695 0.26
C 8.309 14.501 18.615 -0.24
O 7.235 13.958 17.856 -0.61
C 7.208 12.644 17.490 -0.32
C 5.875 11.967 17.678 -0.75
H 8.975 15.058 17.937 0.15
H 8.945 13.764 19.149 0.18
H 7.866 15.149 19.408 0.16
H 5.651 11.036 17.127 0.15
H 4.996 12.530 17.343 0.18
H 5.645 11.713 18.742 0.21
S 8.486 9.870 13.708 -1.13
```



> Which of these has the lowest charge?

C20H28GeN2OSSeSr



> What is the formula in the second record?

C20H28GeN2OSSeSr



> Look up the charge of the second one.

-2